Computed, not measured: a molecular structure, C26H45F5P2Sn, with ωB97M-V/def2-TZVPD.

```
79
Properties=species:S:1:pos:R:3:forces:R:3:lowdin_charge:R:1
H -2.2383 2.9748 -3.9756 0.3 0.2 0.2 0.1316
H -0.9973 -3.9837 -0.7373 0.3 0.0 0.1 0.0832
H -0.6605 0.4168 -3.9573 0.1 -0.1 0.0 0.0707
C -0.2392 3.8316 -3.7619 -0.5 -0.5 -0.4 -0.1546
H -3.8198 1.1532 -0.0646 -0.2 -0.2 0.2 0.0132
H -2.4504 -2.8670 2.0118 -0.3 0.1 -0.2 0.0134
H -2.0519 2.7194 0.2307 0.3 -0.2 -0.4 0.1046
H -1.6529 -2.7626 -3.6042 0.0 0.2 0.2 0.1167
Sn 0.3021 2.1616 -1.3752 1.4 -3.8 1.6 1.2997
H -4.4265 -0.0091 2.9119 0.1 0.0 0.2 0.0551
H 3.4824 2.7454 -0.1289 0.3 0.1 0.1 0.0138
H -2.3963 1.7612 -2.0081 0.6 0.2 0.1 0.1091
C 1.4243 3.4714 2.4281 -0.6 0.0 -0.2 -0.2680
H -3.7834 -0.4123 -0.8895 -0.1 0.0 0.3 0.0271
H 2.7897 0.9770 -2.5996 0.1 -0.4 0.0 0.0418
F -1.8607 -2.8108 4.8579 1.1 0.0 -0.9 0.1557
H 3.6327 -0.4191 -3.2866 -0.1 0.1 0.2 0.1107
C 0.0004 -3.6479 -0.4288 -0.4 -0.8 0.5 -0.0247
H 1.1365 4.2191 1.6808 0.1 0.0 0.2 0.0252
H -3.1679 1.2548 2.8015 -0.1 -0.2 0.1 0.0406
C 0.9474 3.6797 -2.8275 0.6 2.0 0.4 -0.2590
C 0.3235 -0.0690 -4.0595 0.2 0.1 -0.2 -0.0472
H 2.1719 3.8992 3.1055 0.0 -0.2 -0.1 0.0679
H 2.9187 -0.0235 2.5634 0.0 0.1 0.1 0.0414
H -2.2741 5.2841 -0.8571 0.0 -0.4 0.0 0.1324
C 3.0601 -0.0782 -2.4112 0.3 0.1 -0.1 -0.0364
H 0.5251 3.2048 2.9947 0.1 0.2 0.0 0.0525
H 3.1773 1.3798 3.6393 -0.1 0.2 -0.3 0.0771
H 0.6826 -4.5077 -0.5244 -0.2 0.2 0.0 0.1091
P -2.6858 -0.5389 1.2982 0.7 0.3 -0.6 0.7834
C -0.6932 -1.5673 3.2202 2.6 1.2 0.5 -0.2258
H -0.4268 5.9205 -1.9633 0.3 -0.1 0.0 0.1227
H 3.7522 -2.6111 -0.7488 -0.2 0.1 0.2 0.1123
C -3.3513 0.1734 2.8339 -0.2 0.1 0.1 -0.2864
C 3.6222 2.4840 0.9259 0.0 -0.1 -0.6 -0.2686
C 1.8703 -0.9385 -2.1649 -0.9 1.1 -1.1 -0.2024
C -1.6872 3.5222 -3.1940 0.2 0.0 -0.5 -0.1422
H 2.5236 -3.1467 0.4176 0.1 0.2 -0.1 0.0882
C -1.6288 -2.1067 -2.7191 -0.3 0.1 -0.1 -0.0048
C 0.9623 4.3230 -1.5275 0.0 0.1 -1.0 -0.2581
H 1.9061 3.3769 -3.2864 -0.6 0.0 0.4 0.1283
C 0.6463 -0.9120 -2.8810 1.3 1.0 0.2 -0.2237
H 0.3063 5.9841 -0.3688 0.1 -0.1 -0.4 0.1250
H -0.1012 3.1624 -4.6220 0.2 0.2 0.3 0.1187
H 1.5762 0.6027 3.5219 0.2 0.0 0.0 0.0288
H 1.0842 0.7102 -4.2117 -0.2 -0.2 0.0 0.0714
H -4.9582 -0.1419 0.4414 0.2 0.1 -0.2 0.0558
C -3.9392 0.0703 0.0877 0.0 0.0 -0.1 -0.2958
C -3.1147 -2.3074 1.3470 -0.3 -0.2 0.0 -0.2679
H 4.3258 1.6458 0.9750 -0.1 0.2 0.0 0.0541
H 0.2861 -0.6675 -4.9845 0.0 0.1 0.2 0.1165
H -2.9844 -2.7208 0.3405 -0.1 0.0 0.1 0.0274
H -2.8211 -0.2184 3.7070 -0.3 0.1 -0.1 0.0237
H -2.2143 -2.5896 -1.9304 0.1 0.0 -0.2 0.0679
H 3.7303 -0.1004 -1.5437 -0.1 0.0 -0.2 0.0798
C 0.4673 -2.5213 -1.2393 0.5 1.1 -0.7 -0.1588
C 2.8381 -2.3095 -0.2115 0.3 -0.2 0.3 -0.0038
H -0.0406 -3.3952 0.6385 0.0 -0.1 -0.2 0.0696
C -0.7560 -2.8385 4.0647 -0.6 -1.3 0.7 -0.5258
H -4.1517 -2.4492 1.6614 0.0 -0.1 0.0 0.0622
C 2.4698 0.8921 2.9616 -0.5 -0.8 -0.1 -0.2513
C -0.2371 -1.8492 -2.2850 0.2 -1.2 1.1 -0.1512
H -2.2232 4.4752 -3.0784 0.1 -0.3 0.4 0.1305
F 0.3663 -1.6121 2.3595 -1.3 -0.1 0.7 0.0643
H 4.0416 3.3462 1.4562 -0.1 -0.2 0.0 0.0641
C -1.7918 2.6783 -1.9387 -1.5 0.8 1.3 -0.2597
F -0.8313 -3.9203 3.2398 0.1 1.0 0.8 0.1349
H 3.1139 -1.4720 0.4538 -0.1 -0.2 -0.2 0.0817
F -0.5207 -0.4683 4.0083 -0.5 -1.1 -0.8 0.0798
C -1.4144 4.7201 -0.4600 0.7 1.0 0.3 -0.1752
H 1.9077 4.4103 -0.9775 -0.1 -0.2 -0.5 0.1073
C 1.7678 -1.9317 -1.1572 -1.1 -0.9 0.3 -0.1493
F 0.3313 -2.9883 4.8553 -0.9 0.3 -0.8 0.1722
C -1.6178 3.2431 -0.6276 -0.9 0.1 -1.4 -0.2271
P 1.9944 1.9632 1.5755 0.3 1.0 -0.1 0.8275
H -1.4171 4.9600 0.6139 0.1 -0.2 -0.3 0.1209
C -0.1162 5.2981 -1.1161 -1.0 0.6 0.7 -0.1673
H -0.2714 4.8509 -4.1785 0.3 -0.1 0.2 0.1426
H -2.1420 -1.1715 -2.9972 0.2 -0.3 0.0 0.0815
```
Forces are in eV/Å.

Its total charge is +2. The highest occupied orbital energy (alpha / beta) is -12.322 / -12.398 eV. The value obtained for the energy above the lowest of the compared OMol25 structures with the same formula, charge and spin is 2.6520 eV.

---

Computed, not measured: a molecular structure, C27H40N2OP2Sn, with ωB97M-V/def2-TZVPD.

```
73
Properties=species:S:1:pos:R:3:forces:R:3:lowdin_charge:R:1
C -3.4521 -4.0782 0.4132 0.0 0.0 -0.1 -0.0857
C 1.2660 1.3713 1.8204 0.1 -0.1 0.1 -0.2462
H -4.3152 -3.5402 -2.3787 0.0 0.0 0.0 0.0752
H 4.6816 1.2153 3.8210 0.0 0.0 0.0 0.0632
Sn 0.0551 -0.5285 -0.9904 -0.2 0.1 0.5 1.1503
H -0.8137 4.6064 1.9962 0.0 0.0 0.0 0.1347
N 1.8998 -1.3573 1.3764 -0.1 0.0 -0.1 -0.0246
P -2.2033 -1.8424 -0.8733 -0.7 -0.1 0.2 0.9444
C 3.8771 0.4312 0.6487 -0.1 0.4 0.3 -0.4382
H -4.1814 0.5164 3.8245 0.0 0.0 0.0 0.1304
P 2.5280 0.1136 1.8895 0.1 -0.7 -0.2 1.0561
H -0.8590 -4.7722 0.9944 0.0 0.0 0.0 0.0999
H 1.3933 5.8628 2.4490 0.0 0.0 0.0 0.0935
H -6.4208 -1.3938 2.9779 0.0 0.0 0.0 0.0949
C -6.2112 -0.5396 2.3309 0.0 -0.1 0.1 -0.0269
C -0.7714 2.5499 1.4551 -0.1 -0.2 -0.1 -0.0041
H -1.1679 -3.1378 1.5895 0.0 0.0 0.0 0.0898
C -0.9890 -3.7339 0.6909 0.0 0.0 -0.1 -0.1246
H 2.4901 1.3381 -0.7899 0.0 0.0 0.0 0.0177
C 5.2239 0.7668 1.2910 0.0 -0.1 0.0 -0.0865
C 3.0587 -0.2560 3.6155 -0.2 0.3 -0.2 -0.4443
H 3.4549 2.5000 0.1172 0.0 0.0 0.0 0.0857
C -4.4883 -2.4744 -2.5186 0.1 0.0 0.0 -0.0875
C -2.0210 -0.1121 1.2811 -0.1 -0.1 0.0 -0.3088
O 2.1859 -3.6683 1.8115 0.0 0.2 0.0 0.2486
H 1.1113 0.1836 4.4626 0.0 0.0 0.0 0.0869
C 3.8036 0.8562 4.3531 0.1 0.0 0.0 -0.0804
H 1.3571 5.1140 4.0383 0.0 0.0 0.0 0.0989
C 1.6999 4.9812 3.0102 -0.1 0.0 0.0 -0.0202
C 2.0798 -2.5352 1.6369 0.1 0.1 0.0 -0.3549
H 2.0907 -0.9291 5.4154 0.0 0.0 0.0 0.1017
H 3.1474 1.6965 4.5766 0.0 0.0 0.0 0.0831
C -3.4303 -0.1739 -2.6705 0.1 -0.1 0.0 -0.1059
H -4.8998 -1.5720 0.1960 0.0 0.0 0.0 0.1031
H 4.2046 1.5434 -1.1577 0.0 0.0 0.0 0.1011
H -3.6413 -3.5113 1.3231 0.0 0.0 0.0 0.0812
H -5.2345 -2.1325 -1.8035 0.0 0.0 0.0 0.0741
H -1.9858 -4.2081 -1.1660 0.0 0.0 0.0 0.1234
H -4.1779 0.2195 -1.9817 0.0 0.0 0.0 0.0868
C -2.8935 -0.8779 0.4894 0.1 -0.1 -0.2 -0.3112
H -2.5104 0.4085 -2.5405 0.0 0.1 -0.1 0.0519
C -0.0697 1.3345 1.3860 0.2 0.2 0.1 -0.3254
H -3.3176 -5.1236 0.6944 0.0 0.0 0.0 0.0993
H -1.7851 2.5738 1.0800 -0.1 0.0 0.0 0.1325
N -0.6978 0.1862 0.8371 0.0 -0.2 -0.5 -0.2144
C 1.8030 -0.6580 4.4003 0.0 -0.1 0.0 -0.0752
H 3.9592 -0.5268 0.1292 -0.1 0.0 0.1 0.1183
H 4.1459 0.4515 5.3055 0.0 0.0 0.0 0.1024
H 3.7288 -1.1153 3.4931 0.0 0.0 0.0 0.1290
C -3.1961 -1.6678 -2.4309 0.2 0.1 0.2 -0.5294
H -0.0554 -3.4048 0.2253 0.0 -0.1 0.0 0.0357
C -4.2354 -1.0173 0.8445 0.0 0.1 0.1 -0.0489
H -6.5432 0.3570 2.8517 0.0 0.0 0.0 0.0891
C -2.5054 0.3124 2.5203 0.1 0.1 0.0 -0.0137
C 3.4722 1.5168 -0.3513 0.0 0.0 0.0 -0.0932
H 2.7873 4.9316 3.0245 0.0 0.0 0.0 0.0856
C -3.8352 0.1478 2.8665 0.0 0.0 -0.1 0.0009
H 1.2767 -1.5087 3.9682 0.0 0.0 0.0 0.0714
C -4.7470 -0.4585 2.0066 0.0 0.0 -0.1 -0.2508
C 1.1017 3.7372 2.4249 0.0 0.0 0.0 -0.2410
H -4.9080 -2.3406 -3.5162 0.0 0.0 0.0 0.0977
H 5.9751 0.8447 0.5055 0.0 0.0 0.0 0.0997
C 1.8254 2.5697 2.3114 0.0 -0.1 -0.1 -0.0640
H -1.8432 0.8015 3.2209 0.0 0.1 0.0 0.1199
C -0.2190 3.7015 1.9658 0.1 0.0 0.0 0.0154
C -2.1732 -3.6054 -0.2720 0.3 0.3 -0.1 -0.4994
H -6.8053 -0.6523 1.4256 0.0 0.0 0.0 0.0849
H 5.1928 1.7284 1.8038 0.0 0.0 0.0 0.0797
H 2.8702 2.5723 2.6124 0.0 0.1 0.0 0.1032
H 5.5565 -0.0020 1.9889 0.0 0.0 0.0 0.0848
H -2.5100 -2.0456 -3.1974 0.0 0.0 0.0 0.1134
H -3.7829 -0.0118 -3.6882 0.0 0.0 0.0 0.0968
H -4.3306 -4.0194 -0.2255 0.0 0.0 0.0 0.0689
```
Forces are in eV/Å.

Its total charge is +2. The highest occupied orbital energy is -13.295 eV.

---

Computed, not measured: a molecular structure, C17H13ClO12P2Ta, with ωB97M-V/def2-TZVPD.

```
46
Properties=species:S:1:pos:R:3:forces:R:3:lowdin_charge:R:1
C -4.3713 -11.4949 13.6356 2.8 -1.1 2.3 -0.2538
C -3.3869 -6.8962 10.6895 -1.6 0.3 -0.6 -0.1047
O -4.1796 -11.0721 14.7691 -0.7 -0.5 -1.5 0.1175
C -3.5108 -12.6722 12.9458 -0.4 -1.0 -1.0 -0.1466
H -4.5108 -4.9388 8.0629 0.1 0.0 0.4 0.1066
C -6.2689 -9.2034 6.7144 1.5 0.0 0.6 -0.1981
C -6.9469 -8.1301 10.2563 -3.0 -2.6 1.2 -0.2587
H -11.0180 -12.2408 12.5383 0.2 0.7 0.3 0.1339
H -4.8135 -8.0120 11.9820 0.6 -0.3 -0.3 0.1003
H -10.7347 -12.1450 7.6137 1.9 0.1 0.4 0.1286
O -5.4822 -11.0757 10.2320 -0.8 -0.6 1.7 -0.1179
O -9.7643 -12.1468 7.8824 -1.6 0.5 -0.6 -0.1042
P -9.3995 -10.8976 8.8098 1.0 -0.8 -1.9 0.2610
H -6.2389 -6.9880 6.5592 -0.1 0.1 -0.4 0.0546
H -3.0255 -9.7976 7.2290 -0.3 -0.1 0.1 0.0629
O -9.7976 -9.5580 8.3852 -0.4 -0.6 0.5 -0.2200
O -6.2173 -10.1970 12.6523 -0.1 -0.3 -1.6 -0.1469
C -4.6120 -7.5034 11.0367 -0.8 0.3 -1.5 -0.0301
C -5.2033 -11.0554 12.5911 -1.6 -0.3 -3.3 -0.2633
O -7.8661 -11.1038 9.0942 -0.9 0.9 1.0 -0.3568
C -4.0359 -9.4180 7.0613 0.9 0.5 -0.4 -0.2084
C -5.7121 -7.4189 10.1278 2.0 2.9 -0.6 -0.2928
O -3.2211 -12.9685 10.3935 -0.3 0.1 1.2 0.1446
C -4.9002 -11.6307 11.3101 -1.5 3.6 2.0 -0.2342
O -10.0665 -11.5025 10.1595 -1.5 0.3 1.0 -0.2305
O -8.2166 -11.9637 11.6698 -0.1 0.3 0.7 -0.2860
O -9.1011 -9.6657 11.5890 0.8 -0.7 -0.3 -0.3064
H -7.5804 -7.7216 11.0663 0.0 0.2 -0.2 0.0771
H -7.3108 -9.3711 6.7368 -1.1 -0.4 -0.2 0.0320
O -2.9323 -13.6231 13.4193 -0.7 1.8 -0.3 0.1333
C -5.6926 -7.9132 6.6241 0.5 -0.9 -0.1 -0.2302
O -10.5782 -11.3645 12.6374 -1.2 -1.5 0.4 -0.0236
H -2.4859 -7.1071 11.2330 0.2 0.1 0.2 0.0898
H -3.5520 -7.2222 6.8243 -0.5 -0.7 -0.1 0.0655
C -4.5612 -5.6157 8.9180 0.0 -1.4 -0.1 -0.1124
P -9.4817 -11.1460 11.5859 -0.5 0.4 -0.6 0.1638
C -5.7251 -6.3804 9.1186 1.8 -0.8 1.6 -0.0387
H -5.3416 -11.1571 7.3599 -0.1 -0.7 -0.2 0.0458
Cl -1.8450 -5.4514 9.0160 0.1 0.2 0.0 0.6240
C -4.2886 -8.0463 6.7879 -0.3 -0.2 0.3 -0.1977
C -3.8084 -12.4868 11.3425 2.6 -2.0 0.1 -0.2646
C -3.3860 -6.0266 9.5829 -0.6 -0.1 0.5 -0.6784
C -5.2226 -10.1664 6.9851 -0.6 2.1 0.2 -0.1905
H -7.5793 -8.1398 9.3338 0.4 0.3 0.3 0.0787
Ta -7.1915 -10.2590 10.7920 4.1 1.6 -1.4 1.9776
H -6.6104 -6.2486 8.5178 0.1 0.1 0.0 0.0977
```
Forces are in eV/Å.

Its total charge is -1. The highest occupied orbital energy (alpha / beta) is -2.789 / -2.792 eV. The value obtained for the energy above the lowest of the compared OMol25 structures with the same formula, charge and spin is 3.8388 eV.

---

Computed, not measured: a molecular structure, C2H4O2S2, with ωB97M-V/def2-TZVPD.

```
10
Properties=species:S:1:pos:R:3:forces:R:3:lowdin_charge:R:1
C 0.4244 -0.0640 0.1108 -1.0 -0.5 0.1 -0.6127
H 2.1627 -0.4481 -1.0083 0.0 0.1 0.0 0.0944
S -2.9224 0.1454 0.2392 -0.1 0.8 -0.6 0.6980
H 0.0028 0.9378 0.0279 0.0 0.1 0.0 0.0480
S -0.6286 -1.2851 0.3012 0.9 0.0 0.0 0.7463
C 1.8866 -0.2236 0.0281 0.3 -0.1 0.0 -0.1567
O -3.3282 -0.0778 -1.1266 0.0 -0.2 0.4 -0.4705
H 2.2179 -1.0619 0.6371 0.1 0.0 0.0 0.0750
H 2.3992 0.6908 0.3167 0.1 0.0 0.0 0.0796
O -2.2143 1.3867 0.4739 -0.2 -0.2 0.1 -0.5013
```
Forces are in eV/Å.

The highest occupied orbital energy is -9.387 eV. The value obtained for the energy above the lowest of the compared OMol25 structures with the same formula, charge and spin is 1.1406 eV.